(1)
Entry from OMol25: a structure of composition C45H65BaN4Sb (wB97M-V/def2-TZVPD).

As for the frontier orbital gap: 0.212 Eh. The calculation puts the HOMO energy at -6.182 eV. Its LUMO energy is -0.01476 hartree. The calculation puts the energy above the lowest of the compared OMol25 structures with the same formula, charge and spin at 0.0593 eV.

Structure (XYZ):
```
116
C45H65BaN4Sb (wB97M-V/def2-TZVPD)
Ba -0.38975 0.27874 -0.58597
C 2.55026 -5.77014 -0.10703
C 1.13009 -5.67776 -0.66776
C 0.42997 -4.43202 -0.22201
C -0.34101 -4.26385 0.89293
C -0.78037 -5.31055 1.86942
C -2.21601 -5.77033 1.60224
C -0.68121 -2.85122 0.95764
N -0.16128 -2.22597 -0.11468
C 0.56364 -3.11821 -0.84134
C 1.44873 -2.81264 -1.88430
C 2.04165 -1.59649 -2.28009
C 3.16469 -1.46225 -3.19614
C 3.73917 -2.56621 -4.02942
C 4.73828 -3.43393 -3.26080
C 3.61792 -0.17745 -3.07579
C 2.76996 0.47158 -2.08608
C 3.04009 1.71186 -1.46281
C 2.49159 2.30869 -0.32543
N 1.35254 1.92686 0.31353
C 1.27854 2.55539 1.50019
C 0.33377 2.28701 2.51702
C -0.49634 1.17340 2.70521
N -0.54200 0.09481 1.89641
C -1.26669 -0.88738 2.48196
C -1.32494 -2.21426 2.04817
C -1.78675 -0.37317 3.75473
C -1.31293 0.89296 3.89267
C -1.48741 1.82520 5.05004
C -0.32133 1.76498 6.04019
C -2.60115 -1.16870 4.72608
C -1.74004 -2.05123 5.63396
C 2.41340 3.46542 1.62543
C 3.16120 3.31850 0.49526
C 4.48331 3.94235 0.17574
C 5.65762 3.07612 0.63606
C 2.70367 4.32013 2.81879
C 3.30783 3.53792 3.98691
N 1.82091 -0.39982 -1.68834
C 4.80169 0.44715 -3.74802
C 6.07034 0.39570 -2.89390
H 3.06251 -6.66554 -0.46310
H 2.52994 -5.79783 0.98339
H 3.13831 -4.89889 -0.39870
H 0.55573 -6.55464 -0.35896
H 1.16088 -5.71427 -1.76027
H -0.70384 -4.92924 2.89124
H -0.10266 -6.16565 1.81798
H -2.90154 -4.92196 1.64404
H -2.54959 -6.51426 2.32719
H -2.29461 -6.20363 0.60391
H 1.86173 -3.68364 -2.38426
H 4.23123 -2.14068 -4.90764
H 2.93103 -3.19349 -4.41508
H 5.58838 -2.84006 -2.92387
H 5.11692 -4.24555 -3.88462
H 4.27799 -3.87393 -2.37500
H 3.92311 2.21147 -1.84881
H 0.34230 2.99208 3.34145
H -1.82003 -2.88995 2.73768
H -2.42037 1.59256 5.56951
H -1.59464 2.84903 4.68128
H -0.21539 0.76163 6.45344
H -0.46742 2.46006 6.86830
H 0.61889 2.01480 5.54729
H -3.31082 -1.79603 4.17978
H -3.20457 -0.49370 5.33816
H -1.14026 -2.74559 5.04423
H -2.35529 -2.63018 6.32426
H -1.05025 -1.44442 6.22108
H 4.55033 4.92849 0.64188
H 4.55614 4.11631 -0.90125
H 5.65007 2.96219 1.72063
H 6.61408 3.51401 0.34573
H 5.59195 2.07664 0.20379
H 1.78359 4.81259 3.14793
H 3.38488 5.12475 2.53151
H 2.64186 2.73745 4.31111
H 3.49399 4.19332 4.83954
H 4.25356 3.07651 3.70057
H 4.57360 1.48612 -4.00158
H 4.98751 -0.05819 -4.69909
H 5.92703 0.90735 -1.94134
H 6.90985 0.86687 -3.40826
H 6.34530 -0.63542 -2.66988
C -6.07363 2.87586 -0.07849
C -5.86131 2.07712 -1.36120
C -6.42564 2.81204 -2.57160
Sb -3.77207 1.51487 -1.54393
C -3.11815 2.89247 -3.08205
C -1.79224 2.42598 -3.67216
C -2.98098 4.29614 -2.50038
C -3.93324 -0.27122 -2.76555
C -4.88527 -0.15394 -3.94817
C -4.28895 -1.46207 -1.87854
H -7.13452 3.10003 0.06093
H -5.54051 3.82951 -0.11353
H -5.72148 2.33775 0.80266
H -6.38004 1.11745 -1.26392
H -5.94249 3.78118 -2.70976
H -7.49374 3.00208 -2.43363
H -6.30467 2.24818 -3.49685
H -3.87793 2.89691 -3.86818
H -0.99573 2.44771 -2.91912
H -1.46684 3.09629 -4.47243
H -1.84129 1.41924 -4.09274
H -2.23903 4.31486 -1.69725
H -3.91824 4.67213 -2.08681
H -2.65002 5.00290 -3.26640
H -2.91753 -0.42467 -3.14967
H -5.91628 -0.02913 -3.60822
H -4.85484 -1.05955 -4.56059
H -4.64318 0.69170 -4.59498
H -5.27625 -1.33813 -1.42468
H -3.57173 -1.60657 -1.06624
H -4.31520 -2.38583 -2.46239
```


(2)
Entry from OMol25: the molecule C20H26FN3O4S (wB97M-V/def2-TZVPD).

As for the frontier orbital gap: 0.320 Eh. The calculation puts the HOMO energy at -8.135 eV. Its LUMO energy is 0.02121 hartree. The SMILES is COC(=O)c1cc(S(=O)(=O)NCC2CCN(Cc3cccc(F)c3)CC2)cn1C. The calculation puts the energy above the lowest of the compared OMol25 structures with the same formula, charge and spin at 0.0000 eV.

Structure (XYZ):
```
55
C20H26FN3O4S (wB97M-V/def2-TZVPD)
C 1.91762 -6.90558 2.18397
H 2.25512 -7.54982 1.36942
H 0.91114 -7.21154 2.47770
H 2.59820 -6.96910 3.02871
O 1.92233 -5.54638 1.77427
C 1.15972 -5.25853 0.70632
O 0.49392 -6.08515 0.12533
C 1.24858 -3.84361 0.36270
C 1.99415 -2.84901 0.97887
C 1.74802 -1.66809 0.27535
C 0.86146 -1.97284 -0.73866
N 0.56268 -3.27968 -0.68339
C -0.32590 -3.96009 -1.58474
H -0.80632 -3.22683 -2.22978
H -1.08162 -4.51096 -1.02536
H 0.22553 -4.67900 -2.19235
H 0.45697 -1.31924 -1.48422
S 2.36634 -0.04026 0.60475
O 2.06339 0.75694 -0.54705
O 3.71356 -0.10437 1.08240
N 1.44376 0.51084 1.87021
H 1.78747 0.21849 2.76775
C 0.01445 0.50232 1.67075
H -0.14452 0.14346 0.64939
C -0.61967 1.89866 1.78083
C 0.20543 2.90663 0.97871
C -0.53264 4.24247 0.83190
N -1.87106 4.13248 0.29333
C -2.00040 4.09323 -1.15240
C -1.24905 3.00753 -1.89375
C 0.04945 3.23139 -2.34131
C 0.77760 2.23283 -2.96135
C 0.22302 0.97931 -3.14785
C -1.07289 0.77298 -2.71916
C -1.82454 1.76233 -2.11540
H -2.84537 1.55642 -1.82871
F -1.62925 -0.45930 -2.88441
H 0.77811 0.18268 -3.61645
H 1.78698 2.42151 -3.28830
H 0.49944 4.20159 -2.19231
H -1.65173 5.06545 -1.51937
H -3.06853 4.01365 -1.37321
C -2.66647 3.21463 1.07359
C -2.05043 1.82033 1.24219
H -2.02883 1.31665 0.27637
H -2.67337 1.22960 1.91768
H -3.65715 3.13190 0.61997
H -2.78824 3.66827 2.06507
H 0.04370 4.92002 0.19989
H -0.63013 4.70529 1.82199
H 0.42875 2.48246 0.00130
H 1.15844 3.07335 1.48118
H -0.64345 2.21047 2.83091
H -0.47917 -0.19469 2.35763
H 2.64537 -2.97213 1.81910
```


(3)
Entry from OMol25: a cluster of 2 separate species, H2 in total (wB97M-V/def2-TZVPD).

As for the frontier orbital gap: 0.214 Eh. The calculation puts the HOMO energy at -9.453 eV. Its LUMO energy is -0.13328 hartree. The calculation puts the energy above the lowest of the compared OMol25 structures with the same formula, charge and spin at 6.7339 eV.

Structure (XYZ):
```
2
H2 (wB97M-V/def2-TZVPD)
H 0.42049 -0.98842 0.85303
H -0.42049 0.98842 -0.85303
```


(4)
Entry from OMol25: the molecule C4H8Cl2Si (wB97M-V/def2-TZVPD).

As for the frontier orbital gap: 0.395 Eh. The calculation puts the HOMO energy at -10.053 eV. Its LUMO energy is 0.02573 hartree. The SMILES is C=C[Si@@H](C)C(Cl)Cl. The calculation puts the energy above the lowest of the compared OMol25 structures with the same formula, charge and spin at 4.2101 eV.

Structure (XYZ):
```
15
C4H8Cl2Si (wB97M-V/def2-TZVPD)
C 0.26374 -1.98097 0.50951
C 1.16558 -1.00521 0.67802
C -0.11642 0.03437 -1.71864
C -0.80708 1.34354 1.04259
Si 0.66952 0.74901 -0.02027
Cl -1.94729 2.45726 0.27589
Cl -0.27758 2.13361 2.56525
H 0.33297 -3.11262 0.67804
H -0.64070 -1.74460 -0.06778
H 2.20772 -1.23828 1.13350
H 0.04089 -1.00953 -1.86795
H -1.17421 0.10748 -1.73928
H 0.37220 0.65145 -2.57999
H -1.53239 0.61423 1.38489
H 1.44305 2.00025 -0.27377
```


Question: Look up the frontier orbital gap of the second one.
Answer: 0.320 Eh


Question: What is the LUMO energy in the first record?
Answer: -0.01476 hartree


Question: Which value of LUMO energy does entry 3 give?
Answer: -0.13328 hartree